(1)
A structure of composition N2O6S2 in a non-equilibrium geometry, computed with ωB97M-V/def2-TZVPD.

- E_HOMO: -1.92 eV
- F_max: 0.052 hartree/bohr
- LUMO level: 4.5202 eV
- Total charge: -2
- 2S+1: 1

Atoms and positions in Å:
N: -0.94131 -3.30135 1.22596
N: 7.66556 6.02664 -2.28465
O: -2.59272 -2.03223 2.66355
O: 8.49043 6.79859 -2.91865
O: 7.07662 5.15877 -3.01154
O: -5.74816 -2.11375 1.17778
O: -3.77261 -3.63033 1.13624
O: -3.28884 -1.65018 0.21647
S: -4.63868 -2.56643 0.32841
S: -2.25030 -2.68973 1.46643

---

(2)
A structure of composition N2O6Sr in a non-equilibrium geometry, computed with ωB97M-V/def2-TZVPD.

- E_HOMO: -10.30 eV
- F_max: 0.051 hartree/bohr
- LUMO level: -1.4978 eV
- Total charge: 0
- 2S+1: 1

Atoms and positions in Å:
Sr: 4.42378 6.00372 4.80684
N: 3.93678 8.27792 3.25651
O: 3.82506 8.36121 4.52116
O: 4.32684 7.16497 2.78510
O: 3.60578 9.20858 2.52485
N: 3.12685 3.85757 3.31696
O: 4.36198 3.89195 3.48356
O: 2.53594 2.91642 2.85826
O: 2.54655 4.90040 3.67356

---

(3)
A cluster of 2 separate species, N3O4 in total in a non-equilibrium geometry, computed with ωB97M-V/def2-TZVPD.

- E_HOMO: -4.19 eV
- F_max: 0.070 hartree/bohr
- LUMO level: 4.1968 eV
- Total charge: -1
- 2S+1: 1

Atoms and positions in Å:
N: 1.19904 0.40938 -0.86650
N: 1.58292 0.63918 0.15333
N: -1.19652 -0.52762 -0.15070
O: 2.18281 0.97415 1.09167
O: -1.30310 0.55803 -0.74648
O: -0.34061 -0.71647 0.73199
O: -2.12453 -1.33664 -0.21330

---

(4)
A structure of composition N3O9Tl in a non-equilibrium geometry, computed with ωB97M-V/def2-TZVPD.

- E_HOMO: -8.22 eV
- F_max: 0.092 hartree/bohr
- LUMO level: -6.7720 eV
- Total charge: 0
- 2S+1: 1

Atoms and positions in Å:
Tl: 1.08548 4.17305 0.99625
N: -3.41171 -1.43543 0.81392
O: -3.90016 -1.53929 -0.30524
O: -3.18104 -2.38013 1.55904
O: -2.98351 -0.29096 1.14369
N: -0.62014 2.14685 -5.62053
O: -1.60751 1.48892 -5.53750
O: 0.19676 1.94013 -6.43268
O: -0.48227 2.90932 -4.68884
N: 3.71581 -1.71703 4.54409
O: 2.84035 -2.57781 4.49541
O: 4.81666 -2.13237 4.86569
O: 3.53128 -0.58525 4.16671

---

(5)
A cluster of 2 separate species, N4O2 in total in a non-equilibrium geometry, computed with ωB97M-V/def2-TZVPD.

- E_HOMO (spin up / spin down): -10.83 / -9.54 eV
- F_max: 0.062 hartree/bohr
- LUMO level (spin up / spin down): -0.7463 / -2.7933 eV
- Total charge: 0
- 2S+1: 1

Atoms and positions in Å:
N: -0.73095 -2.46299 0.63860
N: -0.62934 -0.57648 -0.68106
N: -0.62295 -1.57870 -0.09125
N: 0.64198 1.46868 -0.12440
O: 1.77303 1.21255 -0.00599
O: -0.26656 2.14494 0.22080

---

(6)
A cluster of 2 separate species, N4O2 in total in a non-equilibrium geometry, computed with ωB97M-V/def2-TZVPD.

- E_HOMO (spin up / spin down): -10.78 / -10.24 eV
- F_max: 0.066 hartree/bohr
- LUMO level (spin up / spin down): -2.0331 / -2.5133 eV
- Total charge: 0
- 2S+1: 1

Atoms and positions in Å:
N: 1.93641 0.15804 1.01473
N: 1.17625 -0.21039 -1.09907
N: 1.51433 -0.05515 -0.01582
N: -1.93848 0.24540 -0.02921
O: -0.90168 0.56774 -0.51205
O: -2.34380 -0.71472 0.61054